[1]
{
  "formula": "C3H6O",
  "method": "wB97M-V/def2-TZVPD",
  "elements": ["C", "C", "C", "O", "H", "H", "H", "H", "H", "H"],
  "coordinates": [[1.472, -0.645, -0.089], [0.652, 0.422, -0.108], [-0.876, 0.476, -0.036], [-1.397, -0.819, -0.153], [2.566, -0.524, 0.087], [1.096, -1.675, 0.077], [1.100, 1.457, -0.027], [-1.149, 1.050, -0.952], [-1.118, 1.032, 0.822], [-2.345, -0.774, 0.380]],
  "lowdin_charge": [-0.0160, -0.1744, -0.3169, -0.1143, 0.0585, 0.0620, 0.1087, 0.1190, 0.0934, 0.1801],
  "e_lumo_ev": 0.8,
  "smiles": "C=CCO",
  "relative_energy_kj_mol": 160.1
}

***

[2]
{
  "formula": "C3H6O",
  "method": "wB97M-V/def2-TZVPD",
  "elements": ["C", "C", "O", "C", "H", "H", "H", "H", "H", "H"],
  "coordinates": [[2.330, 0.199, 0.005], [1.106, 0.740, 0.264], [-2.430, -0.656, -0.598], [-0.133, -0.114, 0.372], [0.586, 2.026, 0.228], [3.308, 0.426, 0.429], [-3.324, -0.923, -0.950], [-0.056, -0.451, 1.447], [-0.134, -1.033, -0.246], [-1.047, 0.404, 0.035]],
  "lowdin_charge": [0.3556, -0.0540, 0.0098, -0.0948, 0.2774, 0.1029, 0.0768, 0.1610, 0.1088, 0.0565],
  "e_lumo_ev": [-7.4, -9.7],
  "multiplicity": 2,
  "relative_energy_kj_mol": 795.6,
  "total_charge": 1
}

***

[3]
{
  "formula": "C3H6O2",
  "method": "wB97M-V/def2-TZVPD",
  "elements": ["C", "O", "H", "H", "H", "O", "C", "C", "H", "H", "H"],
  "coordinates": [[0.104, 0.050, 2.057], [-1.003, -0.447, 1.441], [0.677, -0.685, 2.657], [0.906, 0.280, 0.920], [-0.071, 1.005, 2.587], [1.185, 0.333, -0.489], [0.139, -0.160, -1.086], [-0.317, 0.043, -2.339], [-0.690, -0.414, 0.025], [0.371, 0.320, -3.145], [-1.300, -0.327, -2.629]],
  "lowdin_charge": [-0.3152, -0.3049, 0.0400, 0.1174, 0.0409, -0.1834, -0.4233, -0.1097, 0.1314, 0.0084, -0.0017],
  "e_lumo_ev": [4.6, 4.2],
  "multiplicity": 2,
  "relative_energy_kj_mol": 135.6,
  "total_charge": -1
}

***

[4]
{
  "formula": "C3H6O2",
  "method": "wB97M-V/def2-TZVPD",
  "elements": ["C", "C", "C", "O", "O", "H", "H", "H", "H", "H", "H"],
  "coordinates": [[-0.388, 0.371, 1.390], [0.196, 0.613, -0.011], [0.243, -0.617, -0.880], [0.028, -1.811, -0.617], [0.413, -0.204, -2.182], [-0.870, 1.217, 1.984], [0.473, -0.097, 2.147], [-1.136, -0.530, 1.343], [-0.381, 1.345, -0.566], [1.301, 0.780, 0.084], [0.120, -1.066, -2.692]],
  "lowdin_charge": [-0.1247, -0.1847, -0.5106, 0.0612, 0.0347, 0.0762, 0.1236, 0.0929, 0.1157, 0.1381, 0.1777],
  "e_lumo_ev": 0.8,
  "smiles": "CCC(=O)O",
  "relative_energy_kj_mol": 83.5
}

***

[5]
{
  "formula": "C3H6O2",
  "method": "wB97M-V/def2-TZVPD",
  "elements": ["O", "C", "C", "C", "O", "H", "H", "H", "H", "H", "H"],
  "coordinates": [[1.082, -1.302, 1.170], [0.236, -0.176, 1.118], [-0.525, -0.195, -0.188], [-0.465, 0.882, -1.177], [0.345, -0.275, -1.318], [1.527, -1.328, 0.310], [-0.450, -0.252, 1.967], [0.805, 0.762, 1.223], [-1.362, -0.893, -0.232], [0.071, 1.805, -0.956], [-1.263, 0.971, -1.915]],
  "lowdin_charge": [-0.0529, -0.2231, -0.2758, -0.1094, -0.0499, 0.0872, 0.1256, 0.1245, 0.1467, 0.1153, 0.1118],
  "e_lumo_ev": 1.1,
  "smiles": "OC[C@H]1CO1",
  "relative_energy_kj_mol": 196.5
}

***

[6]
{
  "formula": "C3H6O2",
  "method": "wB97M-V/def2-TZVPD",
  "elements": ["C", "C", "O", "H", "H", "H", "H", "C", "O", "H", "H"],
  "coordinates": [[0.224, 0.150, -1.782], [0.801, -1.228, -1.868], [1.958, -1.563, -1.959], [-0.334, 0.170, -0.864], [1.013, 0.886, -1.494], [-0.384, 0.725, -2.558], [0.031, -2.003, -1.633], [-0.796, 0.698, 3.060], [-0.571, 1.136, 4.182], [-0.131, 0.017, 2.436], [-1.811, 1.011, 2.481]],
  "lowdin_charge": [-0.0711, -0.3309, 0.0457, 0.0491, 0.0859, 0.1075, 0.1140, -0.1552, -0.0338, 0.0808, 0.1078],
  "e_lumo_ev": 0.4,
  "smiles": "CC=O.C=O",
  "relative_energy_kj_mol": 245.2
}

***

[7]
{
  "formula": "C3H6O2",
  "method": "wB97M-V/def2-TZVPD",
  "elements": ["O", "C", "C", "C", "O", "H", "H", "H", "H", "H", "H"],
  "coordinates": [[-0.660, -0.777, -1.752], [0.398, -0.571, -1.213], [0.691, 0.610, -0.332], [0.445, 0.614, 1.116], [-0.392, 1.320, 0.216], [1.263, -1.249, -1.369], [1.517, 1.221, -0.706], [1.087, 1.232, 1.745], [-0.009, -0.247, 1.604], [-2.085, -0.889, 0.036], [-2.255, -1.265, 0.655]],
  "lowdin_charge": [0.0392, -0.2174, -0.2717, -0.1058, -0.0302, 0.1280, 0.1477, 0.1141, 0.1054, 0.0359, 0.0546],
  "e_lumo_ev": 0.7,
  "smiles": "O=C[C@@H]1CO1.[H][H]",
  "relative_energy_kj_mol": 320.2
}

***

[8]
{
  "formula": "C3H6O2",
  "method": "wB97M-V/def2-TZVPD",
  "elements": ["C", "C", "O", "C", "O", "H", "H", "H", "H", "H", "H"],
  "coordinates": [[-0.530, 0.671, -0.940], [-0.372, -0.365, 0.200], [0.008, -1.621, -0.300], [0.686, 0.131, 1.165], [1.787, -0.371, 1.204], [-1.565, 0.990, -1.093], [0.087, 1.566, -0.794], [-0.179, 0.148, -1.835], [-1.317, -0.476, 0.748], [0.969, -1.676, -0.155], [0.426, 1.003, 1.799]],
  "lowdin_charge": [-0.0267, -0.4078, -0.0350, -0.2023, 0.0620, 0.0762, 0.0770, 0.0876, 0.1461, 0.0874, 0.1354],
  "e_lumo_ev": 0.9,
  "smiles": "C[C@@H](O)C=O",
  "relative_energy_kj_mol": 104.6
}

***

[9]
{
  "formula": "C3H6O2",
  "method": "wB97M-V/def2-TZVPD",
  "elements": ["O", "C", "C", "C", "O", "H", "H", "H", "H", "H", "H"],
  "coordinates": [[2.081, -0.585, -0.130], [1.222, 0.142, 0.379], [0.122, 0.741, -0.401], [-1.233, 0.442, 0.140], [-1.790, -0.840, 0.060], [1.193, 0.394, 1.539], [0.308, 0.461, -1.483], [0.148, 1.873, -0.283], [-1.254, 0.768, 1.125], [-1.941, 1.225, -0.283], [-1.445, -1.273, -0.764]],
  "lowdin_charge": [0.0267, -0.2634, -0.1830, -0.3272, -0.0461, 0.1576, 0.1448, 0.1485, 0.0893, 0.1346, 0.1183],
  "e_lumo_ev": 0.7,
  "smiles": "O=CCCO",
  "relative_energy_kj_mol": 161.6
}

***

[10]
{
  "formula": "C3H6O2",
  "method": "wB97M-V/def2-TZVPD",
  "elements": ["C", "O", "C", "C", "O", "H", "H", "H", "H", "H", "H"],
  "coordinates": [[1.037, 1.073, -0.427], [-0.126, 1.135, 0.116], [-0.884, 0.143, 0.565], [-0.353, -1.117, 1.014], [-1.042, -2.019, 1.459], [1.642, 0.177, -0.368], [0.019, -0.136, -1.825], [1.422, 2.015, -0.790], [-0.572, -0.496, -1.496], [-1.897, 0.451, 0.783], [0.755, -1.226, 0.968]],
  "lowdin_charge": [-0.0444, -0.1072, -0.1427, -0.3096, 0.0143, 0.0771, 0.0813, 0.0895, 0.0941, 0.1286, 0.1192],
  "e_lumo_ev": [-0.7, -0.4],
  "relative_energy_kj_mol": 488.9
}

***

[11]
{
  "formula": "C3H6O2",
  "method": "wB97M-V/def2-TZVPD",
  "elements": ["O", "C", "C", "O", "C", "H", "H", "H", "H", "H", "H"],
  "coordinates": [[0.027, 0.369, 1.759], [0.177, -0.361, 0.588], [-0.978, -0.483, -0.425], [-0.097, -0.162, -1.511], [0.841, 0.233, -0.587], [-0.269, 1.264, 1.508], [0.571, -1.331, 0.895], [-1.460, -1.455, -0.564], [-1.748, 0.290, -0.293], [1.935, 0.144, -0.883], [1.001, 1.492, -0.488]],
  "lowdin_charge": [-0.0094, -0.3643, -0.1122, -0.0749, -0.2439, 0.1014, 0.1562, 0.1223, 0.1267, 0.1282, 0.1698],
  "e_lumo_ev": 1.0,
  "relative_energy_kj_mol": 258.8
}

***

[12]
{
  "formula": "C3H6O2",
  "method": "wB97M-V/def2-TZVPD",
  "elements": ["C", "C", "C", "H", "H", "H", "H", "H", "H", "O", "O"],
  "coordinates": [[1.884, -0.450, -0.022], [0.496, 0.099, -0.026], [-0.736, -0.773, 0.030], [1.713, -1.741, 0.046], [2.362, -0.037, 1.157], [2.645, 0.059, -0.908], [-0.839, -1.293, -1.034], [-0.894, -1.635, 0.773], [-1.539, 0.947, 0.254], [0.283, 1.321, -0.004], [-1.947, -0.014, -0.018]],
  "lowdin_charge": [-0.0680, -0.5028, -0.2390, 0.1453, 0.1706, 0.1491, 0.1624, 0.1434, 0.1444, 0.0292, -0.1345],
  "e_lumo_ev": 0.5,
  "relative_energy_kj_mol": 310.8
}

***

Across the entries above, DFT total energy takes the values -193.08224 -192.50474 -268.26575 -268.37341 -268.33038 -268.31182 -268.28326 -268.36539 -268.34368 -268.21901 -268.30666 -268.28684 Ha, respectively.